24
Properties=species:S:1:pos:R:3:forces:R:3:lowdin_charge:R:1 method="wB97M-V/def2-TZVPD" lumo_ev="-12.58 / -15.39" total_charge=+3 energy_ha=-1907.8646 de_lowest_kcal_mol=24.4 s2=6.0561 multiplicity=5
Mn -0.038 0.078 -1.337 -1.0 -0.9 5.5 0.333
O 0.254 3.013 -0.674 -0.8 -5.4 -0.4 0.312
C 0.118 1.871 -0.841 1.2 7.9 0.1 -0.044
C -0.210 -1.769 -1.180 -1.0 -7.3 -0.6 -0.071
O -0.391 -2.917 -1.210 0.9 5.2 0.5 0.305
C 1.799 -0.031 -0.803 9.6 0.4 1.1 0.043
O 2.964 0.039 -0.643 -7.1 -0.5 -0.8 0.294
C -1.811 0.187 -0.715 -8.4 0.2 0.8 0.013
O -2.970 0.241 -0.604 5.9 -0.2 -0.3 0.307
C 0.051 0.752 -3.089 0.6 0.3 -3.4 -0.139
H -0.861 1.346 -3.283 0.4 -0.1 0.0 0.148
H 1.017 1.262 -3.260 -0.6 -0.2 -0.2 0.141
C -0.017 -0.653 -3.135 0.5 0.1 -3.4 -0.121
H 0.886 -1.249 -3.376 -0.5 0.4 0.0 0.149
H -0.968 -1.156 -3.398 0.4 0.3 0.2 0.151
N -0.494 0.453 3.684 1.3 -1.7 -0.2 0.186
C 0.384 -0.615 3.867 -2.0 2.3 1.7 0.162
C 0.782 -0.981 2.582 -0.7 0.9 -2.6 0.061
N 0.157 -0.187 1.656 0.7 -0.7 0.0 0.089
C -0.599 0.676 2.323 0.7 -0.9 1.7 -0.017
H -0.975 0.973 4.409 -0.1 0.0 0.3 0.203
H 0.671 -1.042 4.835 -0.2 0.3 -0.2 0.188
H 1.462 -1.745 2.285 0.4 -0.5 0.0 0.150
H -1.209 1.458 1.908 -0.2 0.2 0.0 0.157

***

65
Properties=species:S:1:pos:R:3:forces:R:3:lowdin_charge:R:1 method="wB97M-V/def2-TZVPD" lumo_ev="3.90 / 3.89" total_charge=-2 energy_ha=-6963.1811 de_lowest_kcal_mol=16.4 s2=6.0136 multiplicity=5
Fe -0.353 -0.772 0.685 0.0 0.7 -0.3 0.813
Cl -6.790 2.235 -1.282 -0.2 0.1 -0.1 0.579
C -5.435 1.359 -0.611 0.0 0.1 -0.2 -0.697
C -5.402 1.105 0.769 0.4 -0.2 0.0 -0.121
C -4.362 0.383 1.292 -0.5 0.1 0.1 -0.011
C -3.320 -0.162 0.478 0.3 -0.4 -0.2 -0.389
O -2.440 -0.905 0.998 -0.1 0.3 0.0 -0.078
C -3.351 0.179 -0.928 -0.2 0.3 0.4 -0.150
C -2.309 -0.209 -1.819 0.4 -0.3 -0.2 -0.075
N -1.317 -0.944 -1.460 -0.3 0.1 0.4 0.046
C -0.331 -1.399 -2.307 0.3 0.0 -0.8 -0.204
C -0.084 -0.995 -3.609 -0.2 0.2 0.5 -0.012
C 0.962 -1.549 -4.356 0.3 -0.2 -0.1 -0.088
C 1.755 -2.545 -3.845 -0.1 0.1 -0.2 -0.057
C 1.528 -3.013 -2.534 -0.1 0.2 0.1 -0.161
C 2.273 -4.055 -1.940 -0.1 -0.1 0.3 -0.023
C 1.987 -4.445 -0.659 0.2 -0.1 -0.4 -0.052
C 0.969 -3.778 0.043 -0.3 0.2 0.2 -0.115
N 0.270 -2.799 -0.473 0.1 0.0 0.2 0.105
C 0.510 -2.417 -1.750 0.1 -0.2 -0.3 -0.150
C -4.429 0.932 -1.432 0.1 0.0 0.0 -0.092
H -6.191 1.483 1.406 0.0 0.0 0.0 0.096
H -4.302 0.182 2.354 0.0 0.0 0.0 0.120
H -2.389 0.171 -2.844 -0.1 -0.2 -0.1 0.121
H -0.676 -0.200 -4.044 0.0 0.0 0.0 0.102
H 1.154 -1.174 -5.354 0.0 0.0 0.0 0.097
H 2.563 -2.972 -4.427 0.0 0.0 0.0 0.101
H 3.055 -4.539 -2.515 0.0 0.0 0.0 0.107
H 2.534 -5.249 -0.186 0.0 0.0 0.0 0.099
H 0.718 -4.044 1.065 0.1 0.1 0.1 0.124
H -4.465 1.162 -2.491 0.0 0.0 0.0 0.103
Cl 1.061 3.207 -2.668 -0.1 0.1 -0.1 0.624
C 2.127 2.164 -1.770 -0.1 -0.1 0.1 -0.600
C 3.501 2.346 -1.900 0.2 -0.3 0.2 -0.163
C 4.376 1.549 -1.202 -0.1 0.3 -0.3 -0.634
Cl 6.096 1.833 -1.372 0.1 0.0 0.0 0.601
C 3.906 0.532 -0.344 -0.2 -0.1 0.1 -0.185
C 4.717 -0.320 0.438 -0.1 -0.1 0.1 -0.039
C 4.131 -1.234 1.272 0.2 0.2 -0.2 -0.033
C 2.729 -1.329 1.314 0.2 -0.2 0.1 -0.120
N 1.954 -0.574 0.578 0.1 -0.1 -0.1 0.100
C 2.505 0.352 -0.229 0.5 0.2 -0.1 -0.122
C 1.550 1.178 -0.943 0.1 0.2 -0.1 -0.414
O 0.322 0.983 -0.784 -0.5 -0.1 -0.3 -0.098
H 3.872 3.126 -2.551 0.0 0.0 0.0 0.091
H 5.794 -0.231 0.371 0.0 0.0 0.0 0.078
H 4.735 -1.873 1.903 -0.1 0.0 0.0 0.102
H 2.233 -2.031 1.975 0.1 0.1 0.0 0.089
N -3.915 5.112 0.634 0.1 -0.1 0.0 0.137
C -3.178 4.362 1.102 -0.3 0.2 -0.2 -0.198
C -2.270 3.471 1.747 0.3 -0.3 0.2 -0.213
C -1.967 3.655 3.100 0.0 0.0 -0.1 -0.028
C -1.060 2.806 3.694 0.0 0.1 0.0 -0.027
C -0.494 1.786 2.934 0.0 0.0 0.0 -0.074
N -0.808 1.588 1.655 0.0 -0.2 0.1 0.095
C -1.657 2.419 1.067 0.0 0.2 0.0 -0.072
H -2.427 4.469 3.646 0.0 0.0 0.0 0.111
H -0.774 2.925 4.729 0.0 -0.1 0.0 0.110
H 0.250 1.125 3.364 0.0 0.0 0.1 0.063
H -1.834 2.257 0.013 -0.1 0.0 -0.1 0.118
O -0.939 -0.881 4.767 -0.4 0.2 0.2 -0.509
Se 0.440 -1.341 4.065 -0.4 -0.2 -0.3 0.696
O 0.900 -2.831 4.481 0.3 -0.6 0.0 -0.529
O 0.178 -1.380 2.388 -0.2 -0.5 0.9 -0.577
O 1.616 -0.249 4.299 0.4 0.4 -0.1 -0.520

***

182
Properties=species:S:1:pos:R:3:forces:R:3:lowdin_charge:R:1 method="wB97M-V/def2-TZVPD" lumo_ev=0.35 energy_ha=-3253.9905 de_lowest_kcal_mol=38.3 multiplicity=1
C -10.303 -7.073 -1.462 -0.3 0.4 -0.2 -0.163
C -9.454 -7.634 -2.587 1.3 0.3 0.1 -0.166
C -9.553 -9.152 -2.395 0.3 -0.2 0.1 -0.179
O -10.601 -9.377 -1.430 0.5 0.1 -0.3 -0.126
C -11.324 -8.159 -1.306 -1.1 -0.3 0.3 -0.217
H -10.675 -6.062 -1.642 -0.3 -0.2 -0.2 0.105
H -9.694 -6.997 -0.558 0.0 -0.2 0.0 0.120
H -8.463 -7.221 -2.375 0.3 -0.5 -0.4 0.106
H -9.665 -7.365 -3.620 -0.6 0.3 0.2 0.082
H -8.606 -9.583 -2.059 -0.2 0.0 0.6 0.115
H -9.733 -9.696 -3.328 -0.5 0.2 -0.1 0.111
H -11.869 -8.157 -0.358 0.3 -0.1 0.1 0.126
H -12.119 -8.119 -2.065 0.2 0.2 -0.2 0.099
C -14.401 -7.974 -5.180 -0.2 0.3 -1.5 -0.183
C -14.661 -8.947 -4.056 0.8 0.0 0.3 -0.165
C -14.953 -7.979 -2.908 0.0 -0.4 0.1 -0.204
O -14.556 -6.674 -3.309 0.4 0.8 -0.1 -0.163
C -13.758 -6.738 -4.502 -1.5 -1.7 -0.1 -0.171
H -15.379 -7.748 -5.624 0.0 0.6 0.2 0.102
H -13.873 -8.352 -6.061 0.5 -0.2 0.4 0.110
H -13.775 -9.551 -3.843 0.0 0.0 0.0 0.110
H -15.499 -9.618 -4.229 0.0 0.0 -0.1 0.111
H -14.393 -8.242 -2.009 -0.3 -0.1 0.1 0.104
H -16.030 -8.006 -2.735 0.1 0.4 0.4 0.119
H -12.705 -6.954 -4.293 0.1 0.3 0.1 0.112
H -13.901 -5.834 -5.089 0.2 0.2 0.2 0.100
C -14.085 -3.176 -9.521 0.0 0.6 -0.7 -0.169
C -14.151 -4.675 -9.443 1.1 -1.1 -0.1 -0.168
C -14.493 -4.914 -7.980 -1.4 1.1 -0.6 -0.188
O -13.899 -3.826 -7.271 0.7 0.1 0.7 -0.181
C -13.541 -2.753 -8.150 -0.7 -1.0 -1.2 -0.190
H -15.070 -2.763 -9.757 0.0 0.0 0.4 0.114
H -13.437 -2.817 -10.324 0.1 -0.1 0.0 0.116
H -13.168 -5.123 -9.641 0.1 0.2 0.0 0.109
H -14.801 -5.154 -10.173 -0.3 0.1 0.2 0.119
H -14.223 -5.883 -7.567 0.2 0.1 0.1 0.111
H -15.577 -4.744 -7.884 -0.1 -0.6 0.2 0.118
H -12.454 -2.707 -8.240 0.0 0.4 0.4 0.112
H -14.025 -1.813 -7.882 0.4 0.0 0.6 0.108
C -8.815 -6.583 -7.730 -0.2 -2.0 -0.4 -0.173
C -9.938 -5.659 -8.116 -0.5 1.7 -0.6 -0.160
C -10.038 -4.644 -6.948 -1.0 -1.6 0.3 -0.191
O -9.116 -5.147 -5.985 0.7 0.7 1.0 -0.164
C -8.816 -6.535 -6.219 -0.3 1.3 -0.4 -0.190
H -7.838 -6.380 -8.164 0.0 0.5 0.1 0.117
H -9.068 -7.602 -8.046 0.2 0.0 -0.1 0.114
H -10.893 -6.159 -8.283 0.1 -0.2 0.2 0.102
H -9.771 -5.052 -9.010 0.3 -0.5 -0.2 0.109
H -11.040 -4.671 -6.495 0.0 -0.1 -0.1 0.098
H -9.920 -3.607 -7.266 0.9 0.0 0.3 0.115
H -9.586 -7.169 -5.766 -0.2 0.0 -0.2 0.105
H -7.863 -6.796 -5.762 0.0 0.3 0.1 0.124
C -7.365 0.846 0.489 1.3 -0.8 0.5 -0.163
C -7.306 -0.441 -0.368 0.1 1.1 0.2 -0.154
C -8.630 -1.089 0.017 1.3 -0.2 0.0 -0.222
O -9.530 -0.020 0.160 -0.8 0.2 -0.3 -0.152
C -8.845 1.125 0.691 0.3 -0.2 -0.3 -0.178
H -6.762 1.651 0.067 -0.4 0.2 -0.2 0.105
H -6.846 0.596 1.420 -0.3 0.2 0.2 0.107
H -6.420 -1.037 -0.164 -0.1 -0.1 0.0 0.110
H -7.244 -0.103 -1.406 -0.4 -0.5 -0.2 0.096
H -8.508 -1.617 0.973 0.0 0.0 0.0 0.126
H -8.906 -1.837 -0.729 -0.7 0.3 -0.1 0.102
H -9.079 1.258 1.748 -0.2 0.0 0.0 0.117
H -9.147 2.015 0.140 -0.3 -0.1 0.0 0.112
C -14.323 -3.145 0.881 0.2 -0.1 0.4 -0.153
C -12.831 -3.320 1.082 1.0 0.5 -0.2 -0.167
C -12.376 -1.998 1.734 0.5 0.0 0.3 -0.184
O -13.434 -1.041 1.596 0.2 -1.0 -0.4 -0.118
C -14.352 -1.633 0.686 -0.9 0.8 -0.1 -0.226
H -14.888 -3.467 1.757 -0.1 0.2 0.0 0.116
H -14.669 -3.700 0.009 -0.2 0.1 0.0 0.108
H -12.369 -3.379 0.091 0.0 -0.1 0.0 0.095
H -12.419 -4.146 1.662 -0.6 -0.3 0.0 0.111
H -11.452 -1.648 1.263 -0.1 0.3 -0.1 0.101
H -12.154 -2.116 2.798 -0.2 0.0 0.0 0.116
H -14.090 -1.385 -0.351 0.2 0.0 -0.1 0.092
H -15.309 -1.145 0.880 -0.1 -0.2 0.0 0.114
C -16.707 -3.180 -5.187 -0.6 0.4 -0.5 -0.181
C -17.233 -4.109 -4.137 1.4 -0.2 1.6 -0.182
C -17.845 -5.257 -4.944 -0.7 2.0 0.6 -0.157
O -18.315 -4.577 -6.134 0.2 0.1 -0.1 -0.147
C -17.917 -3.181 -6.100 0.6 -0.8 -1.0 -0.193
H -15.870 -3.652 -5.707 0.0 0.1 0.0 0.102
H -16.386 -2.183 -4.888 -0.2 -0.1 0.3 0.079
H -17.972 -3.639 -3.482 -0.3 0.1 -0.4 0.109
H -16.420 -4.345 -3.440 -0.1 -0.7 -0.2 0.108
H -18.725 -5.539 -4.364 0.1 -0.9 -0.3 0.117
H -17.153 -6.060 -5.186 -0.1 -0.1 0.0 0.104
H -18.757 -2.553 -5.799 0.1 0.0 0.3 0.120
H -17.623 -2.900 -7.116 -0.3 0.0 -0.1 0.109
C -12.478 0.733 -8.306 0.1 0.0 1.2 -0.157
C -11.687 1.950 -8.811 0.9 -1.4 -0.6 -0.124
C -10.215 1.512 -8.516 -0.3 0.3 0.6 -0.177
O -10.261 0.193 -7.967 0.5 0.1 -0.2 -0.139
C -11.504 0.097 -7.328 -0.3 0.1 0.7 -0.238
H -12.681 0.011 -9.095 -0.3 0.2 -0.1 0.110
H -13.348 0.991 -7.699 -0.4 0.0 -0.7 0.081
H -11.873 2.886 -8.297 -0.4 0.1 -0.2 0.108
H -11.794 1.980 -9.894 -0.3 0.7 0.0 0.104
H -9.835 2.204 -7.758 0.3 -0.1 0.0 0.099
H -9.551 1.510 -9.375 0.0 0.0 -0.1 0.118
H -11.528 0.649 -6.370 0.2 0.2 -0.2 0.112
H -11.714 -0.928 -7.016 0.1 -0.1 -0.4 0.100
C -16.893 -0.722 -2.016 -0.1 -0.5 -0.8 -0.187
C -16.689 0.746 -1.831 0.3 0.6 1.4 -0.174
C -17.981 1.146 -1.118 -0.3 0.2 -1.1 -0.203
O -18.308 0.059 -0.254 0.2 0.5 -0.7 -0.132
C -17.819 -1.160 -0.887 0.2 1.1 0.9 -0.160
H -15.920 -1.214 -2.016 -0.2 -0.4 -0.3 0.100
H -17.451 -0.869 -2.946 0.4 -0.3 -0.2 0.103
H -16.441 1.323 -2.721 -0.2 -0.1 -0.1 0.102
H -15.851 0.855 -1.132 0.0 0.3 0.0 0.096
H -18.760 1.268 -1.887 -0.1 -0.2 0.0 0.118
H -17.935 2.128 -0.649 0.1 -0.4 0.7 0.120
H -18.631 -1.744 -1.321 -0.2 -0.1 0.5 0.113
H -17.322 -1.618 -0.033 0.0 -0.8 -0.4 0.105
C -9.157 1.961 -4.739 -1.0 0.5 -0.7 -0.170
C -8.434 2.593 -3.551 -0.3 -1.2 0.1 -0.147
C -7.001 2.143 -3.858 0.0 0.8 -0.1 -0.205
O -7.044 1.081 -4.801 -0.1 -0.7 0.1 -0.139
C -8.412 0.671 -4.990 0.6 0.5 0.5 -0.177
H -9.035 2.647 -5.585 0.1 -0.2 -0.2 0.109
H -10.235 1.792 -4.664 0.1 0.1 0.4 0.091
H -8.761 2.109 -2.625 -0.1 0.1 0.0 0.099
H -8.564 3.666 -3.454 0.1 0.0 -0.1 0.111
H -6.504 1.859 -2.927 0.3 -0.1 -0.2 0.106
H -6.477 2.964 -4.356 0.3 -0.1 0.3 0.119
H -8.694 -0.084 -4.248 0.0 0.1 0.0 0.086
H -8.517 0.227 -5.979 0.0 0.2 -0.1 0.120
C -7.611 -2.594 -3.608 -0.8 1.0 0.9 -0.169
C -7.825 -3.840 -2.759 -0.2 -0.6 0.3 -0.156
C -6.584 -3.903 -1.856 0.5 -0.2 -0.9 -0.190
O -5.825 -2.722 -2.101 -0.7 1.2 0.3 -0.165
C -6.155 -2.250 -3.432 1.5 -2.2 -0.3 -0.167
H -8.112 -1.762 -3.101 -0.4 -0.1 -0.2 0.078
H -8.040 -2.708 -4.600 0.5 0.1 -0.2 0.110
H -8.003 -4.735 -3.359 0.4 0.0 -0.1 0.096
H -8.712 -3.789 -2.123 -0.1 0.3 -0.1 0.080
H -5.894 -4.711 -2.127 -0.4 -0.4 0.2 0.117
H -6.897 -3.993 -0.815 0.5 0.2 0.1 0.114
H -5.529 -2.895 -4.068 -0.2 0.1 -0.4 0.121
H -5.784 -1.247 -3.622 -0.5 0.3 0.5 0.117
C -12.682 1.243 -1.719 -0.2 0.6 -0.2 -0.132
C -12.936 1.994 -3.032 -0.4 0.3 -0.1 -0.158
C -12.707 3.455 -2.617 -0.4 0.6 -0.5 -0.207
O -12.766 3.531 -1.211 0.0 -0.1 0.7 -0.135
C -13.156 2.278 -0.666 0.5 -0.6 0.0 -0.184
H -11.604 1.132 -1.596 0.0 -0.3 0.1 0.104
H -13.173 0.273 -1.686 0.0 0.0 0.1 0.091
H -13.974 1.890 -3.364 -0.1 -0.1 0.3 0.084
H -12.375 1.699 -3.919 0.4 -0.2 0.3 0.083
H -13.504 4.088 -3.032 0.1 0.0 -0.1 0.113
H -11.757 3.911 -2.914 0.1 -0.4 -0.2 0.112
H -14.218 2.288 -0.399 -0.2 -0.2 -0.5 0.106
H -12.644 2.110 0.284 0.2 0.2 -0.1 0.116
C -12.903 -3.014 -3.284 -1.2 -1.1 1.0 -0.160
C -11.415 -3.184 -3.397 0.6 0.0 0.1 -0.148
C -10.906 -1.765 -3.644 -0.9 -0.6 -0.7 -0.186
O -12.057 -1.103 -4.151 -0.6 1.6 -0.8 -0.173
C -13.205 -1.963 -4.333 1.8 -0.2 0.7 -0.147
H -13.183 -2.720 -2.265 0.0 0.6 -0.2 0.100
H -13.441 -3.962 -3.392 0.1 0.0 -0.4 0.104
H -11.246 -3.753 -4.316 0.4 -0.2 0.3 0.106
H -10.901 -3.626 -2.544 -0.3 -0.3 -0.1 0.094
H -10.135 -1.861 -4.414 0.1 0.6 0.1 0.094
H -10.577 -1.171 -2.785 0.2 -0.4 0.1 0.120
H -13.134 -2.374 -5.344 -0.5 -0.1 0.0 0.102
H -14.121 -1.400 -4.163 0.1 0.1 -0.1 0.108
C -15.761 1.707 -6.040 0.4 0.0 0.3 -0.172
C -16.450 0.379 -6.303 0.2 -0.3 -0.1 -0.165
C -16.584 0.510 -7.816 0.6 0.3 0.1 -0.204
O -17.046 1.836 -8.024 -0.4 0.4 -0.3 -0.133
C -16.421 2.668 -7.038 -0.6 -0.3 0.9 -0.180
H -14.713 1.517 -6.283 0.1 0.4 0.0 0.088
H -15.783 2.105 -5.024 -0.2 -0.2 0.0 0.095
H -17.403 0.252 -5.783 -0.2 0.2 -0.3 0.118
H -15.856 -0.500 -6.046 0.2 0.2 0.1 0.086
H -17.204 -0.264 -8.267 -0.3 0.4 -0.2 0.120
H -15.594 0.541 -8.298 0.1 -0.9 0.2 0.110
H -17.234 3.214 -6.553 0.0 0.1 0.0 0.117
H -15.712 3.424 -7.384 0.0 -0.3 -0.7 0.117

***

19
Properties=species:S:1:pos:R:3:forces:R:3:lowdin_charge:R:1 method="wB97M-V/def2-TZVPD" lumo_ev=-4.67 energy_ha=-1122.1881 de_lowest_kcal_mol=200.6 multiplicity=1
N -1.085 -0.565 1.223 -0.7 -0.4 -2.1 0.073
C 0.056 -0.270 0.409 -0.6 -0.4 -0.7 -0.419
C -0.093 -0.775 -1.084 -3.3 3.6 0.7 -0.141
O -1.211 -2.006 -1.028 4.9 0.5 -0.1 -0.161
C 0.313 1.295 0.449 2.1 0.2 0.4 -0.593
S 1.479 1.865 -0.727 -1.1 0.3 -0.4 0.728
S -3.214 1.530 0.699 0.9 0.3 0.5 0.462
H -1.852 0.171 1.249 0.3 0.9 0.9 -0.086
H -1.611 -1.107 0.508 0.0 -1.0 0.8 0.065
H 0.889 -0.850 0.831 0.3 1.0 0.2 0.141
H -0.815 -0.144 -1.588 0.4 0.7 -0.1 0.116
H 0.802 -0.714 -1.713 0.1 -1.2 0.2 0.118
H -0.113 -2.060 -0.893 -2.7 -3.3 0.0 0.098
H 0.757 1.503 1.417 -0.4 0.0 0.4 0.070
H -0.664 1.801 0.356 -0.6 -0.3 -0.3 0.011
H -3.390 0.720 -0.322 -0.2 -0.4 -0.6 -0.280
H 2.681 0.403 -0.229 1.2 -0.7 0.6 -0.114
H 4.009 -0.392 0.228 0.7 0.4 -0.2 0.027
O 3.063 -0.406 0.213 -1.4 -0.3 -0.1 -0.115